No. 1
Formula: C23H22N4O4S
Source: OMol25
Level of theory: ωB97M-V/def2-TZVPD

Each line ends with the Mulliken charge.
Atoms and positions in Å:
N -1.94736 1.07470 0.80574  0.02
C -3.03716 0.24476 0.52247  -0.36
H -4.31059 1.78334 -0.18638  0.82
C 2.48762 -3.46806 0.24564  -0.57
O 4.17121 2.26021 0.14456  -0.19
O -6.09382 -2.47757 -0.20665  -0.48
H 7.39194 2.38515 -0.30930  0.43
H 2.80538 -5.57460 0.11980  0.39
C -0.42901 2.91516 0.98527  -1.00
C 5.18507 -3.22165 -0.33113  -0.71
C -3.95934 -1.95819 0.51303  -0.77
H -6.52087 2.30640 -0.10943  0.34
C 3.06220 -2.20105 0.14536  0.36
H -7.91187 -1.50616 0.05742  0.27
H 1.43810 -3.54410 0.48218  0.49
H -1.97763 -1.50188 1.17820  0.46
H 3.45858 -0.24724 -1.93583  0.43
H -0.45932 4.00413 1.00766  0.46
H -1.12881 0.58542 1.18552  0.09
H 6.23981 -3.12466 -0.54245  0.41
C -5.16663 -1.49453 -0.00492  0.18
H -0.12388 2.51403 1.95030  0.38
N 2.28107 0.16724 -0.27748  0.26
H 5.20623 -5.35967 -0.41191  0.39
C 3.14293 0.61412 -1.34200  -1.35
H -3.88042 -3.01667 0.70301  0.42
H 4.89356 -1.11440 -0.15724  0.53
H -7.91828 -3.13689 -0.65930  0.29
C 6.34150 2.18162 -0.32505  -0.29
C 1.27000 0.89308 0.28040  0.52
C 5.37914 2.76612 0.43658  -0.64
C -1.79825 2.38918 0.55003  0.80
O -6.48471 0.34235 -0.78416  -0.46
H 6.10722 0.59358 -1.87652  0.52
C 2.21428 -1.04446 0.37511  0.36
H -7.40957 -1.73607 -1.63542  0.24
S 0.89127 2.51318 -0.20714  -0.12
N 1.23233 -1.02128 1.23592  -0.91
C -2.90190 -1.11470 0.77717  -0.88
C 3.25715 -4.59691 0.04474  -0.62
C -5.29991 -0.11812 -0.26568  1.27
C 4.34808 1.33208 -0.81774  0.82
N 0.64798 0.18320 1.18892  -0.33
C 4.42211 -2.08508 -0.13140  -0.19
O -2.61951 3.12909 0.04746  -0.69
C -4.23297 0.72814 0.00575  -0.20
H 2.55414 1.29221 -1.97335  0.44
H -5.89519 2.07603 -1.76528  0.34
C 5.66963 1.24116 -1.14435  -0.67
H 5.42273 3.52148 1.19523  0.46
C -7.40118 -2.17722 -0.63656  -0.71
C 4.60571 -4.47663 -0.25236  -0.39
C -6.62196 1.72115 -1.02844  -0.93
H -7.62885 1.84376 -1.42595  0.24

Multiplicity = 1
SMILES string = COc1ccc(NC(=O)CSc2nnc(-c3ccccc3)n2Cc2ccco2)cc1OC
Relative energy (zero: lowest compared OMol25 entry of this formula, charge and spin) = 3.294 eV
Gap between HOMO and LUMO = 0.288 hartree

No. 2
Formula: C23H22N4O6S2
Source: OMol25
Level of theory: ωB97M-V/def2-TZVPD

Each line ends with the Mulliken charge.
Atoms and positions in Å:
H -3.45977 -1.40693 -0.20850  0.20
C -6.66264 0.31811 -0.08918  0.23
C 5.42427 1.20984 -0.27969  0.31
H -6.77725 -2.63667 0.17969  0.33
C 4.88462 -1.50100 -0.64322  -0.63
N -4.06770 2.88395 0.78470  -0.41
C 1.33607 0.75735 1.56969  -0.85
N -2.66586 -0.79604 -0.41196  -0.71
H 6.45005 2.99952 0.62395  0.32
O -8.66059 -0.10642 -1.54852  -0.65
S -7.96110 -0.83696 -0.23976  1.06
H -0.42120 2.33128 1.14709  0.17
C 1.20255 -1.80847 0.62537  1.01
H 1.78125 0.04648 -1.66160  0.23
C -3.01602 0.55423 0.16206  0.52
C 4.66697 -1.60388 0.98183  -0.83
H 2.32389 0.88579 -2.88646  0.60
O -2.17199 3.76203 0.80604  -0.54
N -5.22952 -0.30592 -0.10314  -1.14
H 5.38420 -2.66378 1.39344  0.21
O 4.18392 -0.80523 -1.23508  -0.32
H 3.39876 0.39272 1.77288  0.60
C -2.90613 2.89589 0.87929  0.26
C 3.41256 1.66198 -1.31705  0.97
H 1.57222 1.95360 1.72769  0.20
C -7.50853 -2.29973 -0.57877  -1.01
H -8.03156 -2.96672 -0.89068  0.56
N -4.45770 0.72370 0.17054  0.85
C 0.13539 0.35096 0.95939  0.50
H 4.65037 -2.55589 -0.95625  0.41
H -0.91140 -3.60245 0.51061  0.39
C 3.36398 2.85264 -0.89117  -0.76
H 0.15227 -4.57789 -0.15970  0.36
C 4.35912 0.79127 -0.78670  0.45
O 1.27797 -2.99903 0.28128  -0.52
O 3.43457 -2.26212 1.17372  -0.37
C -0.86754 1.28803 0.78035  -0.54
C 2.47971 0.05272 1.38821  -1.01
C 4.52459 3.26490 -0.23766  -0.09
C -4.99729 2.07842 0.50698  0.54
H -0.75406 -1.31322 0.27416  2.28
S -6.69809 1.81260 0.38622  -0.16
H 2.54013 3.61155 -1.11611  0.31
O -8.62757 -0.88141 0.99443  -0.59
C 2.11838 1.03886 -1.89456  -1.69
H 6.25561 0.40402 0.16694  0.14
H -6.73920 -2.24730 -1.56505  0.31
H 6.08999 -1.22044 -0.73345  0.25
C 5.43662 2.55306 0.23566  -0.85
C -0.04267 -3.62331 -0.08343  -1.10
C -2.21568 1.37807 0.51320  0.26
H -0.26170 -3.13860 -1.09328  0.37
H 1.30904 1.80382 -1.96014  0.36
H 4.98001 -0.78660 1.47642  0.64
H 4.53724 4.65409 -0.31774  0.09
C 0.10080 -1.09221 0.39609  -2.25
C 2.34567 -1.27324 1.02097  0.70

Multiplicity = 1
Gap between HOMO and LUMO = 0.218 hartree

No. 3
Formula: C23H22N4S2TeZr
Source: OMol25
Level of theory: ωB97M-V/def2-TZVPD

Each line ends with the Mulliken charge.
Atoms and positions in Å:
H -0.09747 3.23589 -6.01848  0.41
C -1.86673 -0.03358 -2.39332  0.15
H -5.75993 1.13821 -0.12719  0.46
C -4.73123 0.96609 -0.39590  -0.79
Te -1.55579 -1.82846 1.35829  0.13
S 1.58170 -2.50192 2.38920  -0.10
H -3.59344 1.77128 1.33251  0.45
H -0.95405 -0.55943 4.98416  0.49
N 1.21803 0.68873 1.85402  -0.04
C 1.19643 -1.91490 -0.06618  -0.74
H -0.69157 1.71208 -7.87120  0.41
H 0.70770 -1.85275 -1.03025  1.39
H 3.89697 -0.19152 5.91964  0.44
N 0.20127 1.51347 3.80706  0.04
H -4.84165 0.03818 -2.42000  0.51
C -0.18104 -0.57727 -5.43381  -0.16
H 2.58759 -2.05707 6.87662  0.45
H -0.49516 2.12501 4.21944  0.32
C -2.87041 0.39172 -1.50511  -0.11
C 0.45064 -0.28163 -3.02453  -0.91
C 0.15013 0.27629 -4.38892  0.08
H 2.77430 1.51399 4.51603  0.48
C 0.38430 1.60172 2.52000  0.42
C 2.21974 0.67031 4.90929  0.12
H 0.44853 2.32287 -3.79486  0.36
H 1.99490 1.15403 1.38853  0.26
H 1.56246 -0.08727 2.42835  -0.05
H 0.57274 -1.36563 -3.08720  0.50
C 2.84120 -0.28210 5.70398  -0.63
H -2.13008 -0.38004 -3.39010  0.54
S -0.43449 2.65161 1.45607  -0.32
H 1.38452 0.13569 -2.63929  0.42
C -3.62747 1.29906 0.36293  -0.34
N -0.61011 0.03182 -2.02436  0.11
H 3.94953 -2.49292 1.76607  0.47
C 0.10696 -0.49079 5.18964  -0.11
C 0.86124 0.54273 4.65742  -0.42
C -0.12710 2.16763 -5.85194  -0.68
C 0.73917 -1.42735 5.99458  -0.68
C 0.17823 1.65247 -4.60414  -0.26
Zr -0.51541 0.39861 0.11839  1.06
H 0.16530 -2.23407 6.42983  0.41
H -0.73260 -0.72858 -7.50033  0.42
N -2.47466 0.96072 -0.28822  -0.16
C 2.10113 -1.32683 6.24425  -0.49
C 2.61521 -1.99506 0.10060  -0.77
C 0.50019 -2.15742 1.10060  -0.23
H 3.32916 -1.88065 -0.70238  0.48
H -0.19069 -1.65000 -5.27548  0.39
C -0.48356 -0.05996 -6.68759  -0.69
C -4.25553 0.39563 -1.58771  -0.66
C 2.96020 -2.30828 1.37562  -0.40
C -0.45929 1.30965 -6.89461  -0.44

Total charge = +2
Multiplicity = 1
Relative energy (zero: lowest compared OMol25 entry of this formula, charge and spin) = 1.095 eV
Gap between HOMO and LUMO = 0.253 hartree

Total energy
In order: -49192.6302; -64098.2389; -60400.1760
Unit: eV